The following is a quantum chemistry calculation of a 3-piece molecular cluster, C12H15F9O6 overall in a non-equilibrium geometry, from OMol25.

Positions of all 42 atoms, in Å:
C: 5.31167 -69.76498 63.42290
C: 4.02753 -69.32603 63.98151
O: 3.58614 -68.19561 63.15586
C: 2.36449 -67.72628 63.32806
O: 1.61187 -68.16300 64.22334
C: 1.93989 -66.50234 62.44874
F: 1.42683 -65.48921 63.13202
F: 2.82465 -66.15041 61.54046
F: 0.83824 -67.06715 61.76303
H: 5.98888 -68.97461 63.43346
H: 5.09371 -70.02267 62.48893
H: 5.69118 -70.57333 64.02238
H: 4.25775 -68.97905 64.74755
H: 3.22818 -69.99665 64.06016
C: 3.40844 -75.40276 62.71344
C: 4.12407 -74.06750 62.49226
O: 5.36317 -74.42788 61.82751
C: 6.34537 -73.51959 61.57663
O: 6.43489 -72.42181 62.06094
C: 7.42132 -74.26058 60.74374
F: 6.78510 -74.78338 59.61318
F: 8.38006 -73.49333 60.42958
F: 7.91567 -75.24803 61.52153
H: 3.21596 -75.98613 62.00115
H: 2.62037 -75.13686 63.12562
H: 4.10884 -75.91713 63.43155
H: 3.98228 -73.33534 63.29113
H: 3.48428 -73.47312 61.81944
C: 2.01056 -66.93137 58.30947
C: 1.37879 -68.27463 57.82584
O: 2.04414 -69.14913 58.70156
C: 2.07286 -70.41298 58.45759
O: 1.58436 -70.96556 57.44044
C: 2.85078 -71.29361 59.43910
F: 2.04946 -72.34952 59.80818
F: 3.98848 -71.72817 58.96868
F: 3.09045 -70.60301 60.64150
H: 1.99141 -66.06373 57.65764
H: 2.98809 -66.83435 58.29366
H: 1.62549 -66.69557 59.22078
H: 1.89726 -68.40418 56.79759
H: 0.28100 -68.45003 57.82844

Atoms 1-3, force components in eV/Å:
-0.430 -0.539 2.224
-2.845 -2.961 -10.826
-0.365 0.806 -1.222

ΔE to the lowest compared entry with this formula, charge and spin, kJ/mol: 544.87
HOMO-LUMO gap, eV: 11.68
SMILES: CCOC(=O)C(F)(F)F.CCOC(=O)C(F)(F)F.CCOC(=O)C(F)(F)F
LUMO energy, eV: 0.6
HOMO level, eV: -11.085
E, eV: -49425.0935

These are the Mulliken partial charges, in e, on atoms 1 to 2: -1.2958 -0.8447

***

The following is a quantum chemistry calculation of one molecule with the formula C2H5FN2 in a non-equilibrium geometry, from OMol25.

Positions of all 10 atoms, in Å:
H: -1.02497 1.57084 0.22592
N: 0.05684 1.40996 0.01804
C: 0.46880 0.23938 -0.16264
N: 1.88890 -0.29890 0.07055
C: -0.54501 -0.98380 0.01879
F: -1.75720 -0.10594 -0.01021
H: 2.40515 0.42672 -0.25489
H: 2.15434 -1.39653 0.00277
H: -0.24358 -1.19543 1.23090
H: -0.63900 -1.76307 -0.86980

Atoms 1-3, force components in eV/Å:
3.361 -0.978 -1.250
-0.239 1.008 0.271
0.479 -3.898 2.202

ΔE to the lowest compared entry with this formula, charge and spin, kJ/mol: 271.86
HOMO-LUMO gap, eV: 10.35
SMILES: [H]/N=C(/N)CF
LUMO energy, eV: 0.7
HOMO level, eV: -9.631
E, eV: -7849.5381

These are the Mulliken partial charges, in e, on atoms 1 to 2: 0.3465 -0.7024

***

The following is a quantum chemistry calculation of an isolated ion of composition C3H3O3S and charge -1 in a non-equilibrium geometry, from OMol25.

Positions of all 10 atoms, in Å:
C: -0.55546 -1.14674 -1.49479
C: -0.36999 -1.05565 0.10574
C: 0.64550 0.96324 1.43866
O: -1.16137 -2.14338 -1.78758
O: -0.02770 -0.31570 -2.23738
O: 0.32083 0.04394 0.49984
S: 1.10644 2.50401 0.58372
H: -0.86367 -1.66255 0.95908
H: 0.16513 0.98033 2.38738
H: 0.74028 1.83251 -0.45467

Atoms 1-3, force components in eV/Å:
1.550 0.716 1.634
0.076 1.072 1.024
0.118 -0.894 -1.808

ΔE to the lowest compared entry with this formula, charge and spin, kJ/mol: 372.26
HOMO-LUMO gap (spin up / spin down), eV: 6.77 / 7.01
Net charge: -1
LUMO energy (spin up / spin down), eV: 3.3 / 3.3
HOMO level (spin up / spin down), eV: -3.474 / -3.697
E, eV: -20134.6145

These are the Mulliken partial charges, in e, on atoms 1 to 2: 0.5567 -0.3073

***

The following is a quantum chemistry calculation of one molecule with the formula C6H6O, from OMol25.

Positions of all 13 atoms, in Å:
C: 2.95146 -0.31645 0.71793
C: 1.77186 -0.32931 0.45974
C: 0.35829 -0.37009 0.19045
C: -0.27686 -1.49093 -0.16708
C: -0.36370 0.90328 -0.10790
C: -1.81925 1.01170 -0.12581
O: -1.14591 0.65597 -1.30549
H: 4.00176 -0.32310 0.92455
H: 0.27180 -2.34632 -0.52959
H: -1.36296 -1.49722 -0.26253
H: 0.24050 1.81307 -0.00845
H: -2.40723 0.27660 0.42594
H: -2.21978 2.01279 -0.21179

Atoms 1-3, force components in eV/Å:
-0.500 0.011 -0.156
0.431 -0.031 0.059
0.063 -0.265 -0.298

ΔE to the lowest compared entry with this formula, charge and spin, kJ/mol: 409.00
HOMO-LUMO gap, eV: 9.61
SMILES: C#CC(=C)[C@@H]1CO1
LUMO energy, eV: 0.7
HOMO level, eV: -8.918
E, eV: -8362.2672

These are the Mulliken partial charges, in e, on atoms 1 to 2: 0.2623 -0.7154